1.
Formula: C9H24BN3O3
Source: OMol25
Level of theory: ωB97M-V/def2-TZVPD

Structure (ORCA input):
```
! RIJCOSX wB97M-V def2-TZVPD def2/J DEFGRID3
* xyz 0 1
C -2.447 -0.090 2.494
C -1.750 -1.258 1.749
C -0.403 -1.590 2.348
N 0.544 -2.280 1.447
O -1.546 -1.012 0.361
B -0.690 0.022 -0.018
O -0.433 0.321 -1.367
C -0.966 -0.363 -2.491
C -0.052 -1.546 -2.827
C -1.129 0.660 -3.655
N 0.040 1.540 -3.734
O -0.099 0.759 1.046
C 0.972 1.607 0.766
C 1.439 2.398 1.988
C 2.186 0.925 0.137
N 2.646 -0.245 0.858
H -1.814 0.808 2.478
H -3.382 0.183 2.020
H -2.678 -0.339 3.547
H -2.407 -2.147 1.825
H -0.469 -2.078 3.306
H 0.041 -0.619 2.584
H 0.524 -3.252 1.566
H 0.226 -2.014 0.537
H -1.945 -0.709 -2.143
H -0.292 -2.469 -2.284
H -0.179 -1.807 -3.854
H 1.002 -1.266 -2.699
H -2.026 1.265 -3.539
H -1.224 0.150 -4.630
H 0.144 1.968 -2.812
H 0.894 1.025 -3.926
H 0.600 2.344 0.058
H 2.155 3.168 1.700
H 1.977 1.748 2.686
H 0.618 2.822 2.595
H 3.036 1.618 -0.025
H 1.850 0.655 -0.880
H 1.920 -0.930 1.074
H 3.119 0.027 1.717
*
```

- energy relative to the best compared isomer or geometry (same formula, charge and spin) (kcal per mole) = 0.0
- HOMO-LUMO gap (hartree) = 0.34285
- SMILES string = C[C@H](CN)OB(O[C@H](C)CN)O[C@@H](C)CN
- LUMO level (eV) = 0.7
- HOMO level (eV) = -8.637

Mulliken atomic charge list, values in e, 4 entries: -1.267, 0.516, -0.617, -0.485

2.
Formula: C20H36AsN2OPtSe2Si2
Source: OMol25
Level of theory: ωB97M-V/def2-TZVPD

Structure (ORCA input):
```
! RIJCOSX wB97M-V def2-TZVPD def2/J DEFGRID3
* xyz 1 3
Pt 9.607 9.561 9.832
Se 12.127 8.166 8.628
Se 10.868 6.728 7.251
C 9.027 6.880 7.699
C 8.284 5.902 7.039
C 6.946 5.807 7.327
C 6.345 6.795 8.183
C 7.132 7.786 8.724
N 8.498 7.819 8.514
C 11.688 9.786 7.779
C 12.646 10.318 6.956
C 12.362 11.523 6.264
C 11.105 12.108 6.456
C 10.196 11.527 7.405
N 10.515 10.416 8.099
H 8.721 5.193 6.370
H 6.413 5.015 6.744
H 5.304 6.782 8.421
H 6.805 8.645 9.297
H 13.604 9.800 6.899
H 13.016 11.935 5.544
H 10.838 12.960 5.916
H 9.252 11.971 7.596
C 8.181 10.112 4.891
C 6.951 10.840 5.363
O 7.219 11.586 6.566
C 6.153 12.344 7.036
C 6.646 12.871 8.434
H 7.797 9.408 4.160
H 8.645 9.618 5.769
H 8.988 10.817 4.544
H 6.253 10.014 5.651
H 6.393 11.499 4.669
H 5.226 11.742 7.155
H 5.903 13.164 6.353
H 7.106 12.078 8.960
H 5.780 13.285 8.961
H 7.401 13.671 8.272
C 10.521 11.690 12.591
Si 9.654 10.409 13.681
C 8.158 10.976 14.663
C 10.958 9.808 14.917
As 9.068 8.700 12.030
Si 9.935 6.549 12.571
C 9.203 6.183 14.250
C 11.797 6.935 12.563
C 9.698 5.293 11.221
H 10.771 12.444 13.397
H 9.795 12.085 11.879
H 11.360 11.284 12.069
H 8.578 11.483 15.505
H 7.558 10.064 14.938
H 7.547 11.633 14.085
H 10.697 10.068 15.904
H 11.994 10.266 14.804
H 11.076 8.761 14.951
H 9.392 6.980 14.874
H 9.620 5.275 14.713
H 8.115 6.204 14.078
H 11.860 7.889 13.087
H 12.134 7.123 11.534
H 12.420 6.213 13.042
H 8.706 4.868 11.059
H 10.455 4.557 11.423
H 9.991 5.849 10.344
*
```

- HOMO-LUMO gap (spin up / spin down) (hartree) = 0.27075 / 0.24466
- LUMO level (spin up / spin down) (eV) = -3.1 / -4.2
- HOMO level (spin up / spin down) (eV) = -10.495 / -10.837

Mulliken atomic charge list, values in e, 4 entries: 0.916, -0.070, 0.031, 0.425

3.
Formula: C4H7ClN2OS
Source: OMol25
Level of theory: ωB97M-V/def2-TZVPD

Structure (ORCA input):
```
! RIJCOSX wB97M-V def2-TZVPD def2/J DEFGRID3
* xyz 0 1
C 0.727 -1.282 0.777
C -1.437 0.430 -0.595
C 0.529 1.035 -1.752
C 0.354 -0.085 1.546
N 1.860 -1.382 0.255
N -0.450 0.145 -1.224
O -1.963 -1.045 1.857
S -1.144 0.159 2.218
Cl -1.785 2.042 0.000
H -0.051 -2.086 1.023
H -2.098 -0.223 -0.123
H 1.502 0.396 -1.884
H 0.696 1.781 -0.879
H 0.167 1.629 -2.557
H 1.030 0.741 1.364
H 2.063 -2.255 -0.027
*
```

- energy relative to the best compared isomer or geometry (same formula, charge and spin) (kcal per mole) = 44.1
- HOMO-LUMO gap (hartree) = 0.30842
- LUMO level (eV) = -1.1
- HOMO level (eV) = -9.496

Mulliken atomic charge list, values in e, 4 entries: 0.085, -0.323, -0.739, -0.257